Run a
Density functional theory data (wB97M-V/def2-TZVPD) for C5H14N2O as an isolated structure.

For the HOMO energy, the calculation gives -6.20 eV.

Structure (ORCA input):
```
! RIJCOSX wB97M-V def2-TZVPD def2/J DEFGRID3
* xyz 0 1
O 0.9679 1.6642 -2.9171
N -0.3677 -1.7489 1.7804
N -0.6297 1.0290 0.8300
C -0.6880 0.7212 2.2304
C 0.0916 -0.5924 2.5585
C 1.2054 -0.9180 -1.6901
C -0.0835 -0.2015 -1.9141
C -0.1038 1.1554 -2.2729
H 1.0767 -1.7126 -0.9576
H -1.3411 0.4737 0.3470
H 0.0489 -0.8268 3.6249
H -0.1698 1.5188 2.7717
H 1.9162 -0.1969 -1.2933
H -0.6018 -1.3514 0.8760
H 1.6038 -1.3562 -2.6057
H 1.1317 -0.4016 2.2867
H -1.2351 -2.1171 2.1575
H -1.6995 0.5669 2.6385
H -1.0292 1.6000 -2.6135
H -1.0146 -0.7507 -1.9535
H 0.9930 2.6253 -2.8314
H -0.0715 0.8197 -1.0523
*
```



Run b
Density functional theory data (wB97M-V/def2-TZVPD) for a 2-piece molecular cluster, C5H14N2O overall.

Its structure (SMILES) is C=CCCNCN.O. For the HOMO energy, the calculation gives -9.37 eV.

Structure (ORCA input):
```
! RIJCOSX wB97M-V def2-TZVPD def2/J DEFGRID3
* xyz 0 1
O 3.6214 2.4675 -0.5912
N 0.0220 0.8225 -0.3270
N -1.8821 2.0171 -1.5327
C 0.1068 -1.9187 1.4233
C -0.8487 -0.3926 -0.2160
C -0.3805 -1.7889 0.0325
C -0.8068 2.0202 -0.4473
C 0.7457 -2.9996 1.8021
H 1.1558 -3.7174 1.1792
H -0.2255 3.0030 -0.5804
H -1.3548 2.1249 0.5778
H 0.0247 -1.0798 2.1235
H -1.2286 -2.4371 -0.2277
H -1.6903 -0.2262 0.6158
H -1.4958 1.3700 -2.2873
H 2.7744 2.1746 -0.1444
H -1.3388 -0.5913 -1.2470
H 3.3384 2.0812 -1.6233
H 1.2774 -3.2766 2.8065
H 0.5640 0.9688 0.4956
H 0.3189 -2.2692 -0.6745
H -2.6977 1.6478 -1.1578
*
```



Run c
Density functional theory data (wB97M-V/def2-TZVPD) for C5H14N2O as an isolated structure.

For the HOMO energy, the calculation gives -7.17 eV.

Structure (ORCA input):
```
! RIJCOSX wB97M-V def2-TZVPD def2/J DEFGRID3
* xyz 0 1
O 1.5520 -0.1042 -1.5193
N -0.6359 -0.0636 1.7301
N -2.6501 -1.5667 -0.2948
C -1.8179 -0.7106 -1.0375
C 1.3947 -0.3704 -0.1551
C -0.2636 0.3359 0.5559
C -0.3255 1.8022 0.2223
C 2.4521 0.2050 0.7459
H -0.4725 -0.5633 -0.4916
H 0.2494 2.3815 0.9481
H 0.0621 2.0108 -0.7766
H -1.3622 2.1439 0.2727
H -2.9087 -1.1902 0.6135
H -2.2480 0.2750 -1.1997
H 1.3014 -1.4520 -0.0338
H -1.4637 -1.1412 -1.9726
H 3.4381 -0.2184 0.5221
H -0.5440 -1.0746 1.8405
H 2.2047 0.0063 1.7915
H 2.5287 1.2897 0.6185
H 2.2908 0.4955 -1.6907
H -2.7819 -2.4906 -0.6897
*
```



Which structure wins on stability? run b wins.



Run a
Density functional theory data (wB97M-V/def2-TZVPD) for one molecule with the formula C5H14N2O.

Its structure (SMILES) is CNC[C@H](N)CCO. For the HOMO energy, the calculation gives -8.83 eV.

Structure (ORCA input):
```
! RIJCOSX wB97M-V def2-TZVPD def2/J DEFGRID3
* xyz 0 1
O 0.9342 2.1695 -0.8835
N -0.3523 -0.9843 1.6723
N -1.3913 -0.9221 -1.9061
C 0.8586 -0.2814 -1.0058
C -0.6782 -0.2222 -0.8142
C -1.2346 -0.8278 0.5209
C -0.1896 0.2467 2.4203
C 1.5683 0.9573 -0.4564
H -0.9757 -1.8446 -1.9837
H 0.7987 0.3446 2.8519
H 1.2408 -1.1151 -0.4176
H -0.3342 1.1732 1.8650
H -0.8924 0.3327 3.2383
H -1.1778 -0.4143 -2.7634
H -2.0238 -0.1462 0.8580
H 1.0193 -0.4244 -2.0732
H 1.3589 0.9705 0.5907
H -1.0034 0.8155 -0.7882
H 0.5557 -1.2704 1.3402
H 1.0819 2.2809 -1.8298
H 2.6366 0.8718 -0.6761
H -1.7997 -1.7099 0.2404
*
```



Run b
Density functional theory data (wB97M-V/def2-TZVPD) for a 2-piece molecular cluster, C5H14N2O overall.

Its structure (SMILES) is C/C=C/O.CC(N)N. For the HOMO energy, the calculation gives -8.01 eV.

Structure (ORCA input):
```
! RIJCOSX wB97M-V def2-TZVPD def2/J DEFGRID3
* xyz 0 1
O -1.0216 1.9215 -1.1892
N 2.0363 1.4209 -0.0777
N 2.2816 -0.9414 -0.5809
C -1.8086 0.0943 0.1689
C 0.9389 -0.2236 1.3454
C -1.2353 0.5722 -0.9760
C 1.4542 0.1015 -0.0042
C -2.5447 -1.2133 0.2050
H -3.6294 -1.0629 0.1538
H -0.1874 -0.5434 1.1675
H -0.4888 2.2690 -0.4581
H -1.3950 0.0574 -1.9200
H 1.5524 -0.9405 1.8736
H -2.3285 -1.7493 1.1335
H 2.8596 1.4667 0.5157
H 2.3443 1.6266 -1.0221
H 0.4018 0.2347 -0.6557
H 1.8934 -1.8600 -0.4040
H 2.3740 -0.8317 -1.5855
H 0.7944 0.6484 1.9795
H -2.2431 -1.8546 -0.6188
H -2.0486 0.8074 0.9491
*
```



Run c
Density functional theory data (wB97M-V/def2-TZVPD) for one molecule with the formula C5H14N2O.

Its structure (SMILES) is CCN[C@H](CN)CO. For the HOMO energy, the calculation gives -8.58 eV.

Structure (ORCA input):
```
! RIJCOSX wB97M-V def2-TZVPD def2/J DEFGRID3
* xyz 0 1
O 0.8896 1.3349 -2.4700
N -1.9464 0.1672 -2.1024
N 0.4107 -0.5120 0.7063
C -0.0824 0.1069 1.9327
C 1.2684 0.5393 -1.3482
C -0.9004 -0.6478 -1.4066
C 0.0568 0.1647 -0.5340
C 0.4134 -0.6591 3.1351
H 0.1923 -1.7162 3.0202
H 0.7877 0.8322 -3.2957
H -0.5014 1.0787 -0.2766
H 0.1576 1.1654 1.9365
H -0.1100 -0.3218 4.0107
H -2.7063 0.3720 -1.4708
H 1.3938 -0.7104 0.8119
H -1.1747 0.0876 1.9130
H -1.4766 -1.3257 -0.8069
H 1.7936 -0.3666 -1.6650
H -1.5355 1.0532 -2.3747
H 1.4775 -0.5247 3.3020
H -0.4278 -1.2500 -2.1901
H 2.0204 1.1325 -0.8276
*
```



Run d
Density functional theory data (wB97M-V/def2-TZVPD) for a 2-piece molecular cluster, C5H14N2O overall.

Its structure (SMILES) is C=CC[C@H](N)CN.O. For the HOMO energy, the calculation gives -8.56 eV.

Structure (ORCA input):
```
! RIJCOSX wB97M-V def2-TZVPD def2/J DEFGRID3
* xyz 0 1
O -0.1814 2.9157 -0.3592
N 0.1111 -1.7023 1.5987
N -2.0806 0.4086 1.1379
C 0.5817 -1.3610 -0.7108
C 2.2176 0.4092 -1.1734
C 1.0460 -0.1692 -1.5525
C -0.1028 -0.7938 0.4684
C -1.6056 -0.5113 0.2420
H -1.5684 1.2009 1.3836
H 1.6204 -1.8172 -0.3368
H 0.1916 0.3143 0.7671
H 0.9725 -1.5642 2.0769
H 0.5672 2.4392 -0.2429
H -0.6998 -1.8361 2.1177
H 0.3801 0.2743 -2.3033
H -1.8139 -0.2091 -0.8058
H 2.9593 0.0125 -0.4761
H 0.2271 3.6885 -0.0140
H -0.0324 -2.1506 -1.2672
H -3.0228 0.4657 0.7245
H -2.3136 -1.3420 0.3477
H 2.5465 1.3280 -1.6225
*
```



Which structure wins on stability? run c wins.



Run a
Density functional theory data (wB97M-V/def2-TZVPD) for one molecule with the formula C5H14N2O.

Its structure (SMILES) is NCCNCCCO. For the HOMO energy, the calculation gives -8.49 eV.

Structure (ORCA input):
```
! RIJCOSX wB97M-V def2-TZVPD def2/J DEFGRID3
* xyz 0 1
O -3.2950 0.8093 -1.5989
N 0.5452 0.6340 0.2766
N 3.5767 -0.0470 0.2821
C -1.8328 -0.2564 0.0819
C 1.2257 -0.4134 -0.4594
C -0.6646 0.2077 0.9677
C 2.4574 -0.9367 0.3038
C -2.8533 0.8158 -0.2315
H 0.3444 1.4183 -0.3413
H -1.3566 -0.5669 -0.8527
H -2.5785 1.8584 -0.0251
H -0.4053 -0.5998 1.6519
H 0.5937 -1.2767 -0.6884
H 2.1665 -1.1050 1.3328
H -2.2795 -1.1642 0.4551
H -3.7754 0.6526 0.3382
H -0.9400 1.0481 1.6149
H 1.6221 -0.0782 -1.4224
H 3.9292 0.2940 -0.5894
H -2.8208 0.1198 -2.0724
H 2.6723 -1.9104 -0.1397
H 3.6685 0.4967 1.1162
*
```



Run b
Density functional theory data (wB97M-V/def2-TZVPD) for a 2-piece molecular cluster, C5H14N2O overall.

Its structure (SMILES) is CNC(C)=O.CNC. For the HOMO energy, the calculation gives -8.45 eV.

Structure (ORCA input):
```
! RIJCOSX wB97M-V def2-TZVPD def2/J DEFGRID3
* xyz 0 1
O -0.0667 -1.1343 1.7476
N -1.4814 -0.4825 -0.0259
N 0.8585 0.7995 -0.1510
C 1.3187 1.0358 -1.5101
C 1.5489 1.6264 0.8262
C -0.2432 -1.1354 0.5334
C -2.5494 -0.0675 0.8595
C 0.3014 -2.2161 -0.3727
H -0.0645 -2.1437 -1.3990
H 2.3810 0.8026 -1.6394
H -1.7693 -0.7869 -0.9483
H 1.2940 1.2997 1.8358
H -3.5030 -0.4559 0.4930
H -2.3919 -0.3978 1.8874
H -2.5750 1.0255 0.8775
H 1.3904 -2.1384 -0.3987
H 1.2742 2.6781 0.6993
H 2.6375 1.5533 0.7286
H 1.1484 2.0835 -1.7785
H -0.2809 0.8144 -0.1022
H 0.0321 -3.1875 0.0469
H 0.7403 0.4271 -2.2096
*
```



Run c
Density functional theory data (wB97M-V/def2-TZVPD) for a 3-piece molecular cluster, C5H14N2O overall.

For the HOMO energy, the calculation gives -7.32 eV.

Structure (ORCA input):
```
! RIJCOSX wB97M-V def2-TZVPD def2/J DEFGRID3
* xyz 0 1
O -0.5112 1.7413 1.4625
N 1.1709 0.4444 0.3362
N 0.8729 -1.5500 -1.4175
C -0.2898 0.6071 1.0907
C -0.4792 -0.5982 1.9832
C 1.5670 1.6621 -0.3913
C -1.6618 0.3547 -0.5057
C -0.3826 -1.8354 -1.3168
H -2.4620 0.4494 0.2310
H 0.8807 1.7966 -1.2233
H 1.1428 -1.3187 -2.3713
H 0.1030 -0.4560 2.8995
H -1.4300 1.3318 -0.9229
H -0.7734 -2.1980 -0.3761
H 1.4848 2.5205 0.2722
H -2.0955 -0.2332 -1.3153
H 1.8549 0.2355 1.0633
H 2.5868 1.5578 -0.7637
H -1.0520 -1.9095 -2.1711
H 1.1633 -0.4182 -0.3428
H -0.1626 -1.5235 1.5103
H -1.5269 -0.6605 2.2688
*
```



Run d
Density functional theory data (wB97M-V/def2-TZVPD) for a 2-piece molecular cluster, C5H14N2O overall.

Its structure (SMILES) is C=C(O)[C@H](C)N.CN. For the HOMO energy, the calculation gives -8.57 eV.

Structure (ORCA input):
```
! RIJCOSX wB97M-V def2-TZVPD def2/J DEFGRID3
* xyz 0 1
O -1.4337 -0.2738 0.4307
N 0.6978 1.2490 0.4813
N -1.5832 1.0383 -2.3153
C -0.1879 -2.2664 0.4538
C 0.8846 -0.0792 1.0728
C -0.3426 0.4163 -2.7455
C 0.8338 0.0416 2.5968
C -0.2725 -0.9539 0.6163
H 0.3170 1.1824 -3.1608
H 0.9032 -0.9440 3.0486
H 0.7389 -2.7829 0.6156
H 0.1930 -0.1281 -1.9564
H -0.1042 0.4992 2.9029
H 1.1403 1.9638 1.0453
H -1.0416 -2.8475 0.1669
H -2.1635 0.3468 -1.8546
H 1.6578 0.6524 2.9614
H -1.1963 0.6702 0.4911
H 1.0942 1.2906 -0.4494
H -0.5760 -0.2986 -3.5404
H 1.8349 -0.5505 0.7818
H -1.3940 1.7741 -1.6430
*
```



Which structure wins on stability? run d wins.